{"formula": "C14H12AuN3OSe4", "method": "wB97M-V/def2-TZVPD", "e_homo_ev": [-7.749, -7.749], "gap_ev": [5.74, 5.74], "fmax_ev_per_a": 0.72, "de_lowest_ev": 0.1837, "elements": ["Au", "C", "C", "N", "N", "C", "O", "C", "C", "C", "C", "C", "C", "C", "C", "C", "C", "C", "N", "H", "H", "H", "H", "H", "H", "H", "H", "H", "H", "H", "H", "Se", "Se", "Se", "Se"], "positions_angstrom": [[-0.0741, -0.1565, -0.3415], [0.9122, 3.4063, 2.2306], [0.2778, 2.1779, 1.6603], [0.6238, 1.6746, 0.5337], [1.6783, 2.2566, -0.1383], [2.2600, 1.4157, -0.9669], [1.9251, 0.2039, -1.2057], [3.4423, 1.9473, -1.7154], [4.1181, 1.1084, -2.5946], [5.2151, 1.5770, -3.3019], [5.6423, 2.8860, -3.1350], [4.9690, 3.7270, -2.2583], [3.8737, 3.2611, -1.5500], [-0.7840, 1.4891, 2.4420], [-1.4906, 2.1589, 3.4339], [-2.4605, 1.4670, 4.1418], [-2.6871, 0.1351, 3.8460], [-1.9315, -0.4542, 2.8421], [-1.0000, 0.2009, 2.1607], [1.8584, 3.5989, 1.7374], [1.0638, 3.2948, 3.3038], [0.2635, 4.2714, 2.0698], [3.7724, 0.0912, -2.7141], [5.7370, 0.9193, -3.9850], [6.4985, 3.2523, -3.6870], [5.2994, 4.7495, -2.1271], [3.3408, 3.9072, -0.8669], [-1.2963, 3.2014, 3.6403], [-3.0301, 1.9650, 4.9155], [-3.4300, -0.4422, 4.3783], [-2.0676, -1.4947, 2.5755], [-2.4041, 0.4023, -1.0620], [-3.6969, -1.1451, -0.0908], [-2.2358, -3.0446, -0.2558], [-0.5907, -2.2114, -1.5662]], "atomic_forces_ev_per_a": [[0.2107, 0.3493, -0.5977], [0.0555, 0.0016, -0.0052], [-0.2083, -0.0496, 0.1110], [0.1862, -0.0246, 0.0116], [-0.1078, -0.1632, -0.0194], [0.0842, 0.1476, -0.1771], [-0.1165, -0.2125, 0.4976], [-0.0568, -0.0387, 0.0265], [0.0037, -0.0119, -0.0030], [0.0006, -0.0025, -0.0006], [-0.0040, 0.0020, 0.0043], [-0.0037, 0.0036, 0.0035], [-0.0081, 0.0009, 0.0035], [-0.0006, 0.0309, -0.1691], [-0.0263, -0.0102, -0.0233], [-0.0055, 0.0121, 0.0120], [-0.0211, 0.0031, -0.0086], [0.0503, -0.0031, 0.0119], [0.0823, -0.0516, 0.1560], [0.0055, -0.0005, 0.0009], [-0.0073, -0.0029, -0.0033], [-0.0098, -0.0086, -0.0097], [0.0026, -0.0015, -0.0031], [-0.0043, -0.0024, 0.0029], [-0.0013, -0.0021, 0.0002], [-0.0017, -0.0025, -0.0002], [-0.0010, 0.0007, 0.0016], [0.0007, 0.0028, -0.0035], [0.0007, 0.0010, -0.0049], [0.0030, -0.0036, -0.0031], [0.0164, -0.0183, 0.0257], [0.0857, 0.2534, -0.0251], [-0.2075, -0.2937, 0.1649], [-0.0192, 0.0179, 0.0431], [0.0229, 0.0773, -0.0203]], "lowdin_charge": [0.57, -0.02, -0.25, -0.08, 0.06, -0.46, -0.16, -0.15, -0.02, -0.08, -0.09, -0.08, -0.03, -0.24, -0.01, -0.05, -0.05, -0.17, 0.06, 0.07, 0.09, 0.10, 0.11, 0.10, 0.10, 0.10, 0.10, 0.11, 0.11, 0.11, 0.08, 0.07, -0.03, -0.03, 0.07]}

{"formula": "C3H4N4O", "method": "wB97M-V/def2-TZVPD", "e_homo_ev": -9.588, "gap_ev": 9.47, "smiles": "[H]/N=C(\\N)c1nnco1", "fmax_ev_per_a": 6.25, "de_lowest_ev": 3.4423, "elements": ["H", "N", "C", "N", "C", "N", "N", "C", "O", "H", "H", "H"], "positions_angstrom": [[1.9132, 0.5484, 2.3162], [1.4725, 0.9645, 1.5421], [0.5810, 0.0981, 0.9702], [0.6699, -1.2500, 1.2960], [-0.2684, 0.5109, -0.2699], [-0.5850, 1.6400, -0.7467], [-1.2326, 1.5772, -1.8781], [-1.3664, 0.2991, -2.1894], [-0.7141, -0.5749, -1.1928], [-0.2191, -1.9784, 1.2774], [1.1950, -1.5616, 2.0554], [-1.4460, -0.2734, -3.1806]], "atomic_forces_ev_per_a": [[0.6740, -0.9759, 1.1572], [-4.7101, -1.2124, -3.9257], [3.5905, 2.1069, 1.5132], [-5.0843, -2.5374, -1.8031], [0.3134, -3.5457, -0.6089], [1.3543, 1.3374, 3.3792], [-1.6416, -2.8211, -3.1420], [2.7971, -1.7200, 0.8432], [-0.6729, 4.6267, 0.0643], [2.7231, 3.0251, -0.5248], [1.3217, 0.3259, 1.3235], [-0.6652, 1.3905, 1.7239]], "lowdin_charge": [0.00, 0.11, -0.34, 0.07, -0.20, 0.04, 0.02, -0.08, -0.02, 0.18, 0.05, 0.15]}

{"formula": "C20H52NO2P2Si4Ti", "method": "wB97M-V/def2-TZVPD", "e_homo_ev": [-6.897, -6.900], "gap_ev": [7.07, 7.22], "fmax_ev_per_a": 1.88, "s_squared": 0.755, "multiplicity": 2, "de_lowest_ev": 0.3323, "elements": ["C", "C", "N", "C", "C", "C", "C", "P", "Ti", "P", "C", "O", "O", "H", "H", "H", "C", "C", "H", "H", "H", "H", "C", "C", "H", "H", "H", "H", "H", "H", "H", "H", "H", "H", "H", "H", "H", "H", "H", "H", "H", "H", "C", "Si", "C", "C", "Si", "Si", "C", "C", "C", "Si", "C", "C", "C", "H", "H", "H", "H", "H", "H", "H", "H", "H", "H", "H", "H", "H", "H", "H", "H", "H", "H", "H", "H", "H", "H", "H", "H", "H", "H", "H"], "positions_angstrom": [[1.1517, -1.8185, -5.1997], [1.2103, -1.4874, -3.8213], [0.0353, -1.4095, -3.0949], [-1.1493, -1.6128, -3.7001], [-1.2379, -1.9156, -5.0561], [-0.0744, -2.0309, -5.8050], [2.4400, -1.1291, -3.2075], [2.5509, -0.8590, -1.4525], [0.1415, -0.7368, -1.0391], [-2.2303, -0.5253, -1.3585], [-2.4170, -1.5272, -2.8910], [2.0059, 1.6431, -4.1656], [-0.5738, 2.0792, -3.6601], [2.0915, -1.8704, -5.7392], [-2.2250, -2.0319, -5.4952], [-0.1274, -2.2776, -6.8652], [3.3284, -2.3105, -0.6888], [3.6667, 0.5518, -1.2267], [-3.2123, -1.0553, -3.4814], [-2.7763, -2.5324, -2.6129], [2.4117, 0.7651, -3.9796], [3.3450, -1.2448, -3.8114], [-3.3045, -1.4004, -0.2045], [-3.0057, 1.0438, -1.8035], [0.5502, 1.0594, -1.2769], [-0.6693, 3.0276, -3.4829], [0.3807, 1.9349, -3.9082], [2.3650, 1.9092, -5.0256], [0.0215, -2.2438, -0.3936], [-0.0420, 0.8663, -1.8618], [4.3461, -2.3911, -1.0948], [3.3547, -2.2238, 0.4072], [2.7515, -3.2065, -0.9627], [4.6735, 0.2258, -1.5226], [3.3468, 1.3839, -1.8729], [3.6643, 0.8778, -0.1780], [-4.0500, 0.8342, -2.0730], [-2.9664, 1.7537, -0.9669], [-2.4659, 1.4746, -2.6611], [-4.3242, -1.3894, -0.6116], [-2.9645, -2.4386, -0.0928], [-3.2892, -0.9152, 0.7790], [3.0906, 0.3174, 2.4681], [1.5997, 1.4606, 2.1694], [1.3525, 2.3486, 3.8371], [1.9671, 2.8117, 0.8902], [-0.2911, 0.2514, 1.2904], [-0.1945, -1.6439, 2.7552], [0.0929, -1.1490, 4.5719], [-1.8046, -2.6521, 2.6877], [1.2260, -2.8046, 2.2469], [-1.9867, 1.6579, 2.2103], [-1.9658, 1.6838, 4.1106], [-1.6429, 3.3852, 1.4864], [-3.8138, 1.2702, 1.8402], [3.9368, 0.9755, 2.7190], [3.3952, -0.3035, 1.6171], [2.9434, -0.3512, 3.3275], [2.3227, 2.8237, 4.0447], [0.5987, 3.1452, 3.8279], [1.1320, 1.6795, 4.6780], [2.0755, 2.4684, -0.1453], [1.2027, 3.5986, 0.8921], [2.9169, 3.2779, 1.1921], [-0.7078, -0.5426, 5.0103], [0.1104, -2.1066, 5.1129], [1.0438, -0.6417, 4.7788], [-1.9399, -3.1878, 1.7401], [-1.7228, -3.4098, 3.4807], [-2.7197, -2.0782, 2.8848], [1.1484, -3.1669, 1.2153], [2.2340, -2.3942, 2.3754], [1.1448, -3.6806, 2.9059], [-1.0127, 1.9499, 4.5744], [-2.6947, 2.4583, 4.3877], [-2.3052, 0.7415, 4.5581], [-1.6053, 3.3946, 0.3878], [-2.4889, 4.0173, 1.7927], [-0.7269, 3.8666, 1.8506], [-4.3820, 2.0984, 2.2908], [-4.1723, 0.3479, 2.3162], [-4.0849, 1.2356, 0.7791]], "atomic_forces_ev_per_a": [[-0.7077, -0.2366, -0.3391], [0.5098, 0.5754, 0.5199], [0.0125, 0.2669, 0.0107], [-0.0892, -0.3002, -1.2045], [-0.7669, 0.1746, 0.8659], [1.2007, 0.0944, 0.0072], [-0.0502, -0.1629, -0.0425], [-0.1125, -0.3517, -0.9127], [0.3650, -0.6340, 0.0542], [0.1363, -0.4698, -0.2894], [-0.4322, 0.1199, 0.0394], [0.7082, 0.1821, -0.5467], [0.2859, 0.3258, -0.1830], [-0.1909, -0.0666, -0.0538], [0.2288, -0.0612, 0.0062], [0.0344, 0.0758, 0.2221], [0.6242, -0.0602, 0.0547], [0.4605, -0.0404, 0.0957], [0.1224, -0.2567, -0.1351], [0.2551, 0.2811, -0.0562], [-0.4284, -0.1255, 0.2299], [-0.1516, -0.1269, 0.1929], [-0.5703, 0.0201, 0.1715], [-0.4408, 0.1865, -0.0279], [-0.8826, 0.1970, -1.1604], [0.1539, -0.3837, -0.1039], [-0.7171, 0.1440, 0.1906], [-0.1789, -0.0044, 0.2785], [-0.2778, -1.1587, 0.5371], [0.8423, 1.4997, 0.7675], [-0.0951, -0.2080, 0.2400], [0.0548, -0.0477, -0.3708], [0.1358, 0.4000, 0.0777], [-0.0766, 0.2852, 0.1139], [0.0638, -0.3358, 0.2539], [0.1656, -0.0859, -0.3784], [0.1139, 0.3006, 0.0371], [-0.0084, -0.2047, -0.2388], [-0.1604, -0.2592, 0.2879], [0.0358, -0.0815, 0.2494], [0.0038, 0.3755, -0.1215], [0.0035, -0.2209, -0.3516], [0.2650, 0.3179, 0.0158], [-0.9971, -0.4527, -0.2850], [0.3530, 0.1246, -0.1158], [0.5220, 0.2016, 0.2347], [-0.0083, 0.1885, 1.5008], [0.0561, 0.6464, -0.7003], [-0.0593, -0.4185, 0.0827], [0.1328, -0.2546, 0.3096], [-0.1432, -0.2989, 0.2912], [0.5771, -0.4821, -0.2504], [-0.1805, 0.3585, -0.0608], [-0.4437, 0.1883, 0.2913], [-0.1035, 0.2672, 0.0378], [-0.0104, -0.1882, -0.0415], [-0.1645, 0.1551, 0.1511], [-0.1178, 0.2116, -0.2019], [-0.1267, 0.0058, 0.0910], [0.1599, -0.1869, -0.1262], [0.0641, 0.0537, -0.2771], [-0.0546, -0.0403, 0.2953], [0.1034, -0.2278, 0.0959], [-0.0832, 0.1171, -0.2259], [0.1510, -0.1589, -0.2089], [0.0485, 0.1693, 0.1261], [-0.1627, -0.1316, -0.2200], [0.1772, 0.1680, 0.1570], [-0.1370, 0.0132, -0.1206], [0.2607, 0.0265, -0.0139], [-0.1822, 0.1964, 0.2315], [-0.2534, 0.0815, 0.1171], [0.1469, 0.0091, -0.0551], [-0.2161, -0.0968, -0.1944], [0.0498, -0.0868, 0.1373], [-0.0197, 0.1603, -0.2628], [-0.0099, -0.1473, 0.2349], [0.1563, 0.1114, -0.1230], [-0.1910, -0.2373, 0.0106], [0.0171, -0.1467, -0.0820], [0.1696, 0.1551, -0.0642], [0.0746, 0.0070, 0.2306]], "lowdin_charge": [-0.04, -0.36, -0.01, -0.33, -0.06, -0.07, -0.33, 0.75, 0.14, 0.76, -0.26, -0.07, -0.12, 0.11, 0.11, 0.11, -0.26, -0.25, 0.09, 0.11, 0.01, 0.07, -0.26, -0.24, 0.04, 0.05, -0.01, 0.07, -0.07, 0.04, 0.05, 0.02, 0.05, 0.05, 0.04, 0.01, 0.06, 0.03, 0.03, 0.06, 0.05, 0.00, -0.22, 0.36, -0.22, -0.23, 0.34, 0.34, -0.21, -0.22, -0.23, 0.35, -0.22, -0.23, -0.23, 0.03, -0.01, 0.02, 0.03, 0.02, 0.02, -0.01, 0.01, 0.03, 0.00, 0.03, 0.01, 0.01, 0.03, 0.02, -0.02, 0.00, 0.03, 0.00, 0.03, 0.02, 0.02, 0.03, 0.01, 0.03, 0.03, 0.00]}

| no. | electronic energy (Ha) |
| --- | --- |
| 1 | -10521.62256 |
| 2 | -410.87678 |
| 3 | -3688.63425 |